Entry a
# C11H12NO2

A cluster of 2 separate species, C11H12NO2 in total (ωB97M-V/def2-TZVPD, the OMol25 dataset).

Last column: natural (NBO) charge in e.
Element x y z (Å)
C: -1.477 3.992 0.009  -0.7454
C: -0.611 3.758 -1.244  0.7824
O: -0.263 4.683 -2.032  -0.7758
O: -0.224 2.573 -1.230  -0.8505
H: -2.488 3.871 -0.329  0.1978
H: -1.337 4.987 0.070  0.2078
H: -1.225 3.298 0.875  0.2081
C: -2.299 -1.730 -0.820  -0.6301
C: 1.326 -0.753 0.124  0.1275
C: 0.163 -1.759 0.271  -0.0830
C: -0.935 -1.245 -0.395  -0.1524
C: -0.524 0.047 -0.873  0.0508
C: 2.934 -2.037 1.264  -0.2480
C: 2.671 -0.908 0.570  -0.2622
C: 1.850 -2.993 1.539  -0.2774
C: 0.535 -2.778 1.215  -0.2112
N: 0.768 0.316 -0.563  -0.4961
H: 3.880 -2.220 1.819  0.1979
H: 3.536 -0.217 0.663  0.2214
H: 1.985 -3.717 2.389  0.1947
H: -0.316 -3.584 1.457  0.1914
H: 1.234 1.211 -0.782  0.4662
H: -1.136 0.676 -1.489  0.2482
H: -2.877 -1.198 -0.081  0.2161
H: -2.382 -2.779 -0.613  0.2040
H: -2.787 -1.493 -1.812  0.2177

Computed properties:
* orbital gap: 7.69 eV
* charge: -1
* HOMO: -0.16002 Ha
* E_LUMO: 3.333 eV

---

Entry b
# C11H12NO2

A cluster of 2 separate species, C11H12NO2 in total (ωB97M-V/def2-TZVPD, the OMol25 dataset).

Last column: natural (NBO) charge in e.
Element x y z (Å)
C: -1.966 -1.426 3.733  -0.7697
C: -1.246 -2.600 3.018  0.7665
O: -1.377 -3.751 3.511  -0.7851
O: -0.546 -2.267 2.034  -0.8157
H: -2.946 -1.338 3.216  0.1914
H: -1.483 -0.550 3.259  0.2155
H: -2.146 -1.668 4.785  0.2198
C: 1.512 -1.887 -1.302  -0.6334
C: -0.497 -0.772 -0.152  0.0988
C: 0.673 -0.748 -0.946  -0.1635
C: -0.207 1.407 -0.671  0.0936
C: 0.751 0.616 -1.295  -0.0525
C: -0.339 2.746 -1.015  -0.2287
C: 1.626 1.301 -2.181  -0.2180
C: 0.535 3.468 -1.857  -0.2655
C: 1.486 2.638 -2.489  -0.2410
N: -1.053 0.455 -0.050  -0.5291
H: -1.080 -1.621 0.175  0.2632
H: -1.747 0.616 0.661  0.4104
H: 2.024 -2.538 -0.581  0.2388
H: 2.456 -1.544 -1.803  0.1990
H: -0.924 3.446 -0.413  0.1956
H: 2.532 0.850 -2.566  0.2005
H: 0.353 4.536 -1.894  0.2099
H: 2.354 3.109 -2.979  0.1926
H: 1.256 -2.477 -2.198  0.2065

Computed properties:
* orbital gap: 7.46 eV
* charge: -1
* HOMO: -0.15523 Ha
* E_LUMO: 3.233 eV

---

Entry c
# C11H12NO2

A structure of composition C11H12NO2 (ωB97M-V/def2-TZVPD, the OMol25 dataset).

Last column: natural (NBO) charge in e.
Element x y z (Å)
C: -0.737 0.777 -3.237  -0.6199
C: 1.034 0.121 -1.405  -0.0227
C: 0.109 1.028 0.394  0.1390
C: -0.142 0.669 -1.857  -0.1436
C: -0.697 1.363 -0.751  -0.1053
C: -0.202 1.510 1.673  -0.2381
C: -1.334 2.258 1.841  -0.2525
C: -1.909 2.039 -0.496  -0.2133
C: -2.232 2.457 0.765  -0.2699
N: 1.110 0.185 -0.030  -0.5761
H: 1.672 -0.751 0.536  0.4656
H: 1.860 -0.452 -1.802  0.2091
H: 0.508 1.299 2.466  0.2044
H: -0.109 1.307 -3.955  0.1983
H: -1.687 1.313 -3.293  0.2042
H: -1.550 2.830 2.738  0.1924
H: -2.582 2.256 -1.321  0.1890
H: -3.150 2.974 1.022  0.1914
H: -0.861 -0.241 -3.615  0.2056
C: -0.143 -2.325 1.209  -0.7364
C: 1.234 -2.816 0.836  0.7797
O: 2.144 -1.907 0.624  -0.7631
O: 1.511 -4.013 0.820  -0.6981
H: -0.676 -3.087 1.773  0.2129
H: -0.636 -2.053 0.272  0.2308
H: -0.090 -1.434 1.835  0.2165

Computed properties:
* orbital gap: 7.65 eV
* charge: -1
* HOMO: -0.15288 Ha
* E_LUMO: 3.493 eV

---

entry c comes first in stability; the runner-up is 156.6 kJ/mol higher.

---

Entry a
# C4H7OTm

A structure of composition C4H7OTm (ωB97M-V/def2-TZVPD, the OMol25 dataset).

Last column: natural (NBO) charge in e.
Element x y z (Å)
H: -2.380 0.959 -0.598  0.2874
C: -1.699 -0.637 0.824  -0.2316
C: -1.557 0.678 0.063  -0.4305
C: -1.787 0.766 1.538  0.3947
O: -0.816 1.150 2.398  -0.9285
Tm: 1.325 1.187 2.862  1.9161
H: -2.515 -1.286 0.500  0.2790
H: -0.769 -1.175 1.034  0.2291
H: -0.551 0.941 -0.274  0.2362
H: -3.234 1.836 2.140  0.2984
C: -3.288 0.663 2.046  -0.5933
H: -4.036 0.425 1.278  0.2711
H: -3.316 0.196 3.043  0.2721

Computed properties:
* spin multiplicity: 3
* orbital gap (alpha / beta): 7.88 / 7.28 eV
* charge: +2
* HOMO (alpha / beta): -0.64944 / -0.65165 Ha
* <S²>: 2.006
* E_LUMO (alpha / beta): -9.794 / -10.456 eV

---

Entry b
# C4H7OTm

A structure of composition C4H7OTm (ωB97M-V/def2-TZVPD, the OMol25 dataset).

Last column: natural (NBO) charge in e.
Element x y z (Å)
H: 2.113 -0.331 0.569  0.2874
C: 0.030 0.816 -0.950  -0.4760
C: 1.134 -0.212 0.093  -0.4704
C: 0.027 0.244 0.924  0.3869
O: -0.510 -0.322 1.934  -0.8825
Tm: -0.999 -2.226 2.955  1.9078
H: -0.297 1.778 -0.533  0.2980
H: 0.719 0.969 -1.799  0.3372
H: 1.019 -1.221 -0.328  0.1863
H: 1.151 0.858 1.279  0.2672
C: -1.144 -0.126 -1.123  -0.2859
H: -2.107 0.359 -0.894  0.2133
H: -1.137 -0.586 -2.127  0.2307

Computed properties:
* spin multiplicity: 3
* orbital gap (alpha / beta): 6.89 / 6.89 eV
* charge: +2
* HOMO (alpha / beta): -0.61651 / -0.61785 Ha
* <S²>: 2.012
* E_LUMO (alpha / beta): -9.886 / -9.920 eV

---

entry a comes first in stability; the runner-up is 552.7 kJ/mol higher.

---

Entry a
# C14H28Br14

A cluster of 7 separate species, C14H28Br14 in total (ωB97M-V/def2-TZVPD, the OMol25 dataset).

Last column: natural (NBO) charge in e.
Element x y z (Å)
Br: 4.734 2.428 -3.688  -0.0015
C: 2.940 2.276 -2.957  -0.4504
C: 2.001 2.061 -4.103  -0.4490
Br: 0.215 1.738 -3.396  -0.0151
H: 2.744 3.189 -2.408  0.2216
H: 2.950 1.417 -2.293  0.2228
H: 2.280 1.169 -4.649  0.2311
H: 1.943 2.944 -4.726  0.2336
Br: 5.292 6.768 -6.606  0.0113
C: 3.516 6.794 -5.866  -0.4702
C: 2.686 7.943 -6.364  -0.4495
Br: 3.346 9.669 -5.758  -0.0155
H: 3.659 6.864 -4.792  0.2293
H: 3.013 5.862 -6.115  0.2315
H: 1.657 7.887 -6.019  0.2373
H: 2.663 7.976 -7.452  0.2275
Br: -2.922 1.618 -1.816  -0.0117
C: -1.611 1.657 -0.379  -0.4616
C: -2.249 1.916 0.954  -0.4590
Br: -3.325 0.398 1.534  -0.0186
H: -0.984 2.511 -0.632  0.2360
H: -1.037 0.740 -0.415  0.2321
H: -2.923 2.764 0.922  0.2397
H: -1.486 2.032 1.719  0.2297
Br: -4.611 3.778 2.694  0.0155
C: -5.302 5.561 2.634  -0.4714
C: -4.355 6.449 1.887  -0.4317
Br: -5.211 8.184 1.633  -0.0214
H: -5.469 5.915 3.646  0.2287
H: -6.273 5.539 2.146  0.2306
H: -4.141 6.089 0.888  0.2277
H: -3.428 6.654 2.408  0.2283
Br: -1.852 4.992 -0.343  -0.0067
C: -0.194 5.443 -1.249  -0.4472
C: -0.376 5.269 -2.710  -0.4713
Br: 1.279 5.551 -3.657  -0.0131
H: 0.522 4.713 -0.875  0.2251
H: 0.140 6.417 -0.906  0.2367
H: -1.167 5.883 -3.137  0.2329
H: -0.711 4.254 -2.913  0.2480
Br: 0.099 13.161 -4.323  -0.0017
C: 0.080 11.227 -4.430  -0.4564
C: -0.949 10.686 -3.479  -0.4293
Br: -0.958 8.739 -3.637  -0.0355
H: 1.080 10.884 -4.179  0.2360
H: -0.124 10.937 -5.456  0.2277
H: -1.947 11.007 -3.759  0.2271
H: -0.757 10.962 -2.449  0.2296
Br: 1.162 3.163 1.417  -0.0140
C: 3.057 3.153 0.988  -0.4517
C: 3.607 1.778 1.184  -0.4223
Br: 5.405 1.760 0.366  -0.0267
H: 3.522 3.875 1.650  0.2344
H: 3.209 3.475 -0.038  0.2275
H: 3.075 1.017 0.627  0.2281
H: 3.821 1.485 2.202  0.2353

Computed properties:
* orbital gap: 10.22 eV
* SMILES: BrCCBr.BrCCBr.BrCCBr.BrCCBr.BrCCBr.BrCCBr.BrCCBr
* HOMO: -0.36820 Ha
* E_LUMO: 0.200 eV

---

Entry b
# C14H28Br14

A cluster of 7 separate species, C14H28Br14 in total (ωB97M-V/def2-TZVPD, the OMol25 dataset).

Last column: natural (NBO) charge in e.
Element x y z (Å)
Br: -2.186 -1.006 4.531  -0.0100
C: -2.495 -2.512 3.357  -0.4490
C: -3.666 -2.222 2.463  -0.4466
Br: -3.734 -3.628 1.124  -0.0169
H: -2.651 -3.390 3.973  0.2309
H: -1.593 -2.626 2.772  0.2213
H: -3.525 -1.300 1.908  0.2411
H: -4.611 -2.222 2.992  0.2289
Br: -0.391 3.287 -0.999  -0.0176
C: 0.936 3.589 -2.382  -0.4379
C: 0.636 4.917 -3.025  -0.4530
Br: 1.939 5.261 -4.410  -0.0009
H: 0.849 2.762 -3.076  0.2257
H: 1.911 3.651 -1.910  0.2309
H: 0.690 5.710 -2.283  0.2271
H: -0.347 4.969 -3.483  0.2264
Br: 2.140 -1.065 1.687  0.0057
C: 0.273 -1.090 1.192  -0.4656
C: 0.035 0.081 0.270  -0.4399
Br: -1.828 0.122 -0.327  -0.0322
H: -0.334 -0.993 2.090  0.2294
H: 0.037 -2.038 0.714  0.2271
H: 0.607 0.014 -0.647  0.2400
H: 0.197 1.039 0.751  0.2286
Br: 0.785 -1.826 -2.797  0.0014
C: 1.835 -0.842 -4.066  -0.4601
C: 3.290 -0.724 -3.667  -0.4547
Br: 3.614 0.816 -2.541  -0.0059
H: 1.362 0.130 -4.160  0.2293
H: 1.769 -1.341 -5.030  0.2324
H: 3.918 -0.593 -4.543  0.2305
H: 3.618 -1.611 -3.135  0.2369
Br: -6.591 2.599 -1.846  0.0128
C: -4.757 2.407 -1.309  -0.4707
C: -4.551 2.498 0.179  -0.4452
Br: -5.515 1.144 1.195  -0.0197
H: -4.165 3.194 -1.779  0.2327
H: -4.367 1.472 -1.705  0.2272
H: -4.870 3.454 0.582  0.2250
H: -3.505 2.338 0.429  0.2378
Br: 0.867 -5.130 2.534  -0.0107
C: 1.957 -4.815 0.953  -0.4550
C: 1.454 -5.674 -0.183  -0.4264
Br: 2.845 -5.781 -1.570  -0.0319
H: 2.978 -5.037 1.252  0.2318
H: 1.971 -3.754 0.716  0.2299
H: 0.590 -5.231 -0.664  0.2285
H: 1.326 -6.707 0.109  0.2320
Br: 2.526 1.137 4.984  0.0098
C: 2.043 2.127 3.405  -0.4576
C: 3.252 2.294 2.535  -0.4561
Br: 2.838 3.417 1.029  -0.0127
H: 1.625 3.070 3.744  0.2304
H: 1.250 1.589 2.892  0.2208
H: 3.606 1.345 2.137  0.2336
H: 4.115 2.723 3.037  0.2305

Computed properties:
* orbital gap: 10.22 eV
* SMILES: BrCCBr.BrCCBr.BrCCBr.BrCCBr.BrCCBr.BrCCBr.BrCCBr
* HOMO: -0.36855 Ha
* E_LUMO: 0.193 eV

---

entry b comes first in stability; the runner-up is 7.4 kJ/mol higher.

---

Entry a
# C4H8N3S

The ion C4H8N3S with charge +1 (ωB97M-V/def2-TZVPD, the OMol25 dataset).

Last column: natural (NBO) charge in e.
Element x y z (Å)
C: -0.529 0.759 0.947  -0.1365
C: 0.999 1.375 -0.619  0.3126
C: 0.258 -0.504 1.214  -0.5363
C: 0.741 -0.929 -0.179  0.3252
N: 0.108 1.716 0.151  -0.4440
N: 1.405 -0.018 -0.845  -0.5993
N: -1.181 -0.918 -1.031  -1.0087
S: -1.972 0.224 -0.217  0.8496
H: -0.974 1.214 1.808  0.2543
H: 1.558 2.184 -1.285  0.2384
H: 1.081 -0.224 1.912  0.2895
H: -0.120 -1.509 1.511  0.2802
H: 0.881 -1.934 -0.384  0.2410
H: 1.842 -0.131 -1.776  0.4402
H: -1.292 -0.767 -1.969  0.3802
H: -2.807 -0.538 0.763  0.1135

Computed properties:
* orbital gap: 9.09 eV
* charge: +1
* HOMO: -0.50273 Ha
* E_LUMO: -4.591 eV

---

Entry b
# C4H8N3S

A cluster of 2 separate species, C4H8N3S in total (ωB97M-V/def2-TZVPD, the OMol25 dataset).

Last column: natural (NBO) charge in e.
Element x y z (Å)
C: 1.886 0.073 0.267  -0.2930
C: 1.510 0.351 -0.929  0.0839
C: 0.963 0.296 1.336  0.1800
C: -0.635 1.014 -0.171  0.3165
N: -0.255 0.743 1.104  -0.4506
N: -1.209 -1.589 -0.041  -1.1501
N: 0.270 0.790 -1.157  -0.4830
S: -2.199 1.597 -0.337  0.2357
H: 2.924 -0.292 0.334  0.2688
H: 2.212 0.105 -1.739  0.2595
H: 1.072 0.214 2.428  0.2498
H: -0.713 -2.354 -0.541  0.4027
H: -1.225 -1.823 0.919  0.3744
H: -2.110 -1.133 -0.284  0.3894
H: -0.061 0.669 -2.084  0.4400
H: -2.432 1.340 0.895  0.1761

Computed properties:
* orbital gap: 8.75 eV
* charge: +1
* HOMO: -0.49638 Ha
* E_LUMO: -4.756 eV

---

entry b comes first in stability; the runner-up is 223.6 kJ/mol higher.